# C5H5N2O3

An isolated ion of composition C5H5N2O3 and charge +1 in a non-equilibrium geometry (ωB97M-V/def2-TZVPD, the Open Molecules 2025 dataset).

* gap between HOMO and LUMO: 0.3423 Ha
* largest force on an atom: 4.628 eV Å⁻¹
* charge: +1

Atoms and positions in Å:
C  -1.829  0.229  -0.514
N  -0.535  0.053  0.032
C  0.613  0.036  -0.504
N  0.966  0.141  -1.928
O  2.116  -0.033  -2.189
O  0.040  0.374  -2.654
C  1.769  -0.247  0.754
C  1.021  -0.343  1.839
C  -0.409  -0.148  1.584
O  -1.380  -0.097  2.230
H  -2.574  -0.030  0.237
H  -1.964  -0.359  -1.426
H  -1.987  1.271  -0.807
H  2.809  -0.294  0.502
H  1.345  -0.553  2.845